Entry 1:
Entry from the Open Molecules 2025 dataset: C36H44N5O3PPdTe as an isolated structure (the ωB97M-V functional and the def2-TZVPD basis).

Each line ends with the Mulliken charge.
Positions of all 91 atoms, in Å:
C -0.3862 -5.8286 4.8660  -0.972
O -1.9020 -0.1126 2.4523  -0.617
C -2.5411 0.9778 -2.7207  -0.117
H 3.9870 -2.5266 -2.9915  0.388
H 2.9889 -3.4681 -1.0503  0.435
H 1.9814 0.3197 -2.0709  0.223
H -2.7275 -1.8053 4.6337  0.073
H -2.2214 -8.4955 5.0417  0.362
H 1.3968 -4.2114 -1.1295  0.444
H -2.5333 0.1129 -2.0653  0.161
C -0.1783 -1.8576 -2.2321  -0.562
H -2.0492 -2.8029 5.9269  0.306
H 1.9251 -1.5684 2.1629  0.141
H 1.3575 -3.3198 4.9235  0.334
C -1.2581 -4.0676 3.5208  0.379
P 1.2365 -1.7504 -1.0036  1.598
H 1.3664 -1.3828 -5.2205  0.341
H 2.5984 0.7438 7.5123  0.353
C -2.6915 -5.8409 4.2472  -0.966
Te -0.9568 -2.2299 2.4004  0.545
H -2.3047 2.1723 1.0119  0.226
H 0.4549 -6.2930 5.3679  0.397
C 1.6237 0.1770 4.9381  -1.189
C -2.1440 -1.7810 5.5535  -1.692
H -3.9614 -3.0824 3.2436  0.337
H 1.0906 -3.8133 -4.7163  0.355
H 1.9597 -4.8543 4.2959  0.553
C -2.1428 0.0358 1.1920  1.536
H -0.8973 5.2089 -3.4386  0.425
C -1.7076 3.2186 -3.2237  1.125
C -0.1682 -4.6412 4.1690  0.852
H 0.2460 -4.2969 -3.2177  0.383
C -3.4846 2.2517 -4.5417  -0.701
O 1.5254 1.3917 -0.0228  -0.648
C 1.2075 2.6354 -0.1567  0.363
H 0.7234 4.9051 -1.5364  0.622
H -4.1539 0.2943 -3.9306  0.478
H -0.5820 -2.2330 -4.2241  0.376
C 1.7633 -0.5630 2.5523  -0.651
H 2.7057 -0.0202 2.5591  0.408
C 2.0050 -3.3907 -1.5156  -1.293
C -3.4445 1.0901 -3.7417  -0.878
H 3.2431 -2.7742 -4.5811  0.317
C -1.6332 2.0315 -2.4589  -0.174
C -0.2089 -0.4245 6.3399  -0.993
H 1.0859 -0.0493 1.8454  0.027
C 1.2212 -1.1566 -4.1633  -0.826
N 2.4477 -1.2003 -3.4603  0.198
C 0.9919 0.2493 6.1748  0.805
C -2.9344 1.2984 0.8542  -1.105
H -4.1998 2.3176 -5.3505  0.410
H -0.7315 -0.3548 7.2876  0.396
H 1.4325 -3.5881 3.1811  0.035
H -3.4468 -3.8869 1.7571  0.231
H 3.3402 -0.6902 -1.6370  0.532
C 0.1077 2.8815 -1.1973  0.360
C -0.8390 4.2821 -2.8804  -0.888
C -2.5228 -4.6605 3.5406  1.052
H -0.6699 -0.8870 -2.2570  -0.463
H -3.7655 1.3546 1.5551  0.500
H 2.5434 0.7276 4.7735  0.449
N -0.6999 1.8831 -1.4773  0.776
C -0.7968 -1.1558 5.3102  0.982
C 1.0951 -0.5699 3.8968  0.899
H -2.6987 4.2081 -4.8631  0.427
C 2.3450 -0.7077 -2.0839  -1.125
H -2.5704 -7.5622 6.4922  0.341
H -2.7041 -1.2004 6.2848  0.555
C -3.6892 -4.0478 2.8112  -1.630
C 3.0450 -2.5268 -3.5363  -0.890
H 0.9851 1.0159 8.1869  0.375
C -2.6473 3.2982 -4.2781  -0.741
O 1.7057 3.5959 0.3909  -0.665
H -3.3035 1.2839 -0.1650  0.265
C 1.5856 1.0760 7.2812  -1.596
N 0.2421 -2.2110 -3.6223  0.160
H -4.5632 -4.6942 2.8615  0.447
H -3.6684 -6.3105 4.2737  0.426
C -1.6318 -6.4348 4.9272  0.528
C 1.2247 -4.0660 4.1392  -1.620
H -0.9105 -8.0568 6.1432  0.360
N -1.8852 -0.9020 0.3102  -1.098
C -1.8401 -7.7103 5.6957  -1.567
C 0.0485 4.1256 -1.8588  -0.820
N 2.1640 -3.5440 -2.9656  0.172
C -0.1133 -1.2483 4.0965  0.524
H 1.6461 2.1226 6.9790  0.350
H -0.9052 -2.5876 -1.8730  0.621
C 0.9302 -3.5756 -3.6640  -0.785
Pd -0.1775 0.1841 0.1836  -0.194
H 0.7361 -0.1873 -4.0458  0.427

Summary:
spin multiplicity = 2
lowest unoccupied orbital energy (alpha / beta) = -0.1555 / -0.1550 Ha
ΔE to the lowest compared entry with this formula, charge and spin = 76.1 kcal per mole
gap between HOMO and LUMO (alpha / beta) = 5.7 / 5.7 eV
expectation value of S² = 0.754
net charge = +1

Entry 2:
Entry from the Open Molecules 2025 dataset: C7H21ClI2N5P2Pt as an isolated structure (the ωB97M-V functional and the def2-TZVPD basis).

Each line ends with the Mulliken charge.
Positions of all 39 atoms, in Å:
H -3.9555 -0.0765 -2.3070  0.452
H 2.7405 -2.1679 0.8088  0.388
P 2.3427 -0.3067 -0.6428  0.726
C 3.2479 0.8046 0.4806  -1.154
H 4.0436 -0.0352 -2.3027  0.446
C 2.9565 0.0837 -2.2941  -0.923
N -0.0265 0.4212 1.4423  -0.353
H -2.6348 -2.1838 0.8084  0.374
H 3.0000 0.5802 1.5246  0.339
I 0.3148 1.6267 -5.0708  0.564
I -0.2938 3.4246 -3.2077  0.413
H 2.9744 1.8414 0.2538  0.353
H 0.4624 2.5791 1.3231  0.470
C 0.2012 1.6922 1.9196  -0.054
H 4.0720 -1.9644 -0.3717  0.468
H -3.9713 -1.9985 -0.3722  0.473
H 2.6888 1.1063 -2.5619  0.226
N -0.1909 0.4719 3.5256  1.310
H 2.5039 -0.5802 -3.0298  0.365
C -2.8698 0.0560 -2.2969  -0.850
H -2.6091 1.0838 -2.5556  0.178
H -2.4048 -2.7197 -0.8844  0.368
H -2.9401 0.5502 1.5174  0.336
H -2.8968 1.8090 0.2453  0.375
H 4.3290 0.6743 0.3374  0.454
C 2.9842 -1.9547 -0.2371  -1.168
N 0.1054 1.7696 3.2352  -0.720
H -0.3349 0.7576 5.4515  0.302
N -0.4605 0.0540 4.7578  -0.526
C -3.1766 0.7752 0.4717  -1.165
C -2.8836 -1.9791 -0.2380  -1.153
H 2.5144 -2.7008 -0.8841  0.363
Cl 0.0518 -1.5952 -2.3817  -0.438
H -2.4088 -0.6078 -3.0272  0.374
N -0.3387 -0.3613 2.5208  -0.516
H -4.2557 0.6439 0.3183  0.452
Pt 0.0431 -0.3194 -0.4034  0.464
H -0.6642 -0.9266 4.7718  0.301
P -2.2602 -0.3275 -0.6450  0.687

Summary:
spin multiplicity = 5
lowest unoccupied orbital energy (alpha / beta) = -0.3393 / -0.5015 Ha
ΔE to the lowest compared entry with this formula, charge and spin = 0.0 kcal per mole
gap between HOMO and LUMO (alpha / beta) = 8.7 / 4.8 eV
expectation value of S² = 6.024
net charge = +3

Entry 3:
Entry from the Open Molecules 2025 dataset: C48H58BiBrN5OP2SSe as an isolated structure (the ωB97M-V functional and the def2-TZVPD basis).

Each line ends with the Mulliken charge.
Positions of all 118 atoms, in Å:
N -2.1954 -2.3838 3.5375  0.287
C 3.5659 2.1223 -1.7772  0.609
H 0.5809 1.0871 4.5543  0.297
C 0.7094 1.0697 -2.6054  -0.002
C -2.4034 -2.5945 2.2152  -0.982
H 4.7186 -1.5805 -6.1149  0.325
C 2.5825 -3.1598 -4.0429  -0.160
C 1.4908 -3.8229 0.2169  0.604
C -1.4459 0.8889 3.7733  1.671
H 5.0956 2.8677 -3.1081  0.501
C 3.2616 -2.8500 -5.2182  -1.270
C 1.8755 -3.7029 -1.1784  -0.505
C 0.2996 -0.3575 -6.1023  -1.696
C -3.6450 -4.2053 4.0880  -1.144
C -4.7235 1.7817 0.6508  0.655
Se 2.5527 2.5342 1.8664  -0.894
P 1.7289 2.0272 -1.4663  0.017
C -1.2668 -0.2974 -2.6342  -0.189
H 3.0605 -0.9781 -1.0602  0.011
H -4.1063 -6.3067 1.8074  0.304
C -3.1503 1.4706 -1.1597  -0.785
C 3.5644 -1.1987 -2.9468  0.288
Br -0.3737 -6.7822 2.4937  -0.286
C -2.3048 1.5956 4.8302  -1.697
H -2.6742 -1.8299 6.1053  0.138
C 5.7169 0.6116 -1.7444  -1.395
H 1.9078 -4.0067 -4.0037  0.440
C 0.0904 -0.0948 -4.6335  0.766
H -2.8243 4.2322 3.1753  0.241
H 0.6603 -5.7712 -0.0973  0.436
H 0.1866 4.9733 4.0362  0.414
C 1.1840 3.7922 -1.7599  0.733
H -1.8334 5.5392 2.5120  0.494
H 1.3592 -0.4544 -6.3334  0.351
H -0.3945 -0.1592 5.3577  0.450
S -1.7407 -1.6863 1.0032  0.046
H -6.6512 2.7554 0.6778  0.340
H -5.3913 -5.1425 1.4450  0.378
H 6.0368 -0.3394 -1.3065  0.464
H -2.9995 2.3156 4.3988  0.280
C -4.4363 1.6508 -0.7091  -1.274
H 1.8491 4.0433 -3.8448  0.339
H -2.0205 0.0657 3.3531  -0.249
C -2.7687 -3.1480 4.4329  1.104
H -0.0381 3.7098 0.0235  0.013
H 1.8656 1.0722 -4.4130  0.161
C 4.2172 0.7423 -1.4029  -0.556
H -1.6820 2.1209 5.5530  0.513
C 2.7397 -2.3661 -2.9232  -0.025
H -6.1694 2.0398 2.2208  0.338
H -0.0451 3.9808 1.9061  0.287
C -4.7385 -5.5234 2.2315  -1.530
H 3.1110 -3.4455 -6.1104  0.348
H -0.1035 0.4682 -6.6969  0.322
H 6.9499 1.2211 -3.4602  0.361
C 0.9495 4.1152 -3.2366  -1.642
C 4.0090 2.8101 -3.0662  -1.701
H 6.2564 1.4067 -1.2243  0.423
C -0.1354 3.9294 3.9971  -1.454
H -0.9684 3.7193 -1.4665  0.288
H -2.9714 1.3860 -2.2214  0.508
H -1.6542 -1.3269 -4.4605  0.322
C 0.9705 0.7092 -3.9214  0.065
H 0.6809 -4.4321 3.9674  0.475
C -3.6478 1.8155 1.5168  0.030
H -0.2086 -1.2725 -6.4102  0.374
H 0.7607 3.3175 4.1035  0.237
C 0.5598 -5.1930 1.9597  -0.210
C -2.0398 1.3934 -0.2765  -0.150
N -0.7597 1.1763 -0.7023  0.970
H -0.8134 3.7552 4.8316  0.318
H -6.7202 1.0073 0.8937  0.336
C -0.7874 3.6645 2.6421  0.903
C -2.3264 1.6699 1.0888  -0.191
C -3.8711 -4.4330 2.7636  0.859
H -5.3437 -5.9550 3.0244  0.373
H 2.0118 -4.6455 -1.7337  0.309
H -2.4848 4.2911 1.4411  0.304
P -0.9498 1.8397 2.2520  -0.291
C 5.4731 -0.0449 -4.1749  -0.590
Bi 1.1303 0.6952 0.8533  1.934
H -4.1007 -4.8292 4.8419  0.347
H -2.8934 0.8517 5.3749  0.224
C 4.1439 -1.7930 -5.2194  -0.850
H -3.3790 -3.7850 0.8763  0.301
C -0.1711 0.3114 4.3960  -1.064
H 0.2045 3.4370 -3.6547  0.230
H -2.9873 -3.5285 6.5399  0.392
N -3.2617 -3.6351 1.8672  0.218
H 3.6654 2.2884 -3.9579  0.081
C -0.4820 0.6499 -1.9598  -0.512
H -3.8456 1.9533 2.5737  0.004
H 0.5675 5.1370 -3.3175  0.493
C 4.3554 -0.9767 -4.0935  1.294
H 3.8241 2.7924 -0.9466  0.606
H 5.8989 0.0452 -5.1712  0.265
C 1.8317 -2.7838 1.1747  0.077
H 1.8256 -2.3586 3.2842  0.379
C -2.0637 4.4731 2.4290  -1.689
N 3.4655 -0.4238 -1.8201  1.032
H 2.0101 4.3873 -1.3592  0.653
C -2.4433 -2.8683 5.8669  -1.170
C -0.9939 -0.6343 -3.9475  -1.315
C 0.9027 -4.2469 2.9236  -0.510
C -0.0844 4.1296 -0.9762  -1.935
H -0.2004 5.2143 -0.8976  0.615
C 6.0844 0.6207 -3.1959  -0.827
H 4.1691 0.7321 -0.3094  0.066
N 2.1417 -2.5732 -1.6895  0.134
H -2.0979 -0.7568 -2.1147  0.595
H 3.6371 3.8343 -3.0838  0.615
O 2.4159 -1.6957 0.8677  -0.824
C 1.5364 -3.0918 2.5408  -0.365
H -1.3703 -3.0000 6.0152  0.266
C -6.1447 1.9037 1.1390  -1.800
H -5.2491 1.6852 -1.4290  0.348
H 0.2539 -0.4522 3.7430  -0.060
C 0.8799 -5.0039 0.6371  -0.806

Summary:
spin multiplicity = 1
lowest unoccupied orbital energy = 0.0713 Ha
ΔE to the lowest compared entry with this formula, charge and spin = 24.1 kcal per mole
gap between HOMO and LUMO = 5.7 eV
net charge = -1